Molecular formula: C10H25CaF6N6O4S2
Method: DFT, ωB97M-V/def2-TZVPD

Its charge is +1. The energy above the lowest of the compared OMol25 structures with the same formula, charge and spin comes out at 21.05 kcal per mole. The multiplicity is 1. As for the total energy: -84318.6202 eV.

Each line ends with the natural charge from an NBO analysis.
Geometry (Å):
F: 2.208 -4.113 1.914  -0.2775
N: 2.402 0.772 -0.296  -0.9001
C: -1.280 -2.654 -2.118  -0.4203
H: 0.037 -2.172 -3.752  0.1943
F: 3.450 0.393 3.844  -0.2932
C: -2.363 -1.660 -2.556  -0.4083
H: 2.881 0.611 0.586  0.3938
H: -1.568 -3.669 -2.398  0.2275
H: 1.629 -1.371 -1.730  0.3794
Ca: -0.022 -0.076 0.362  1.7400
C: -1.013 3.183 0.821  -0.2420
F: 2.073 -0.647 5.162  -0.2848
N: -0.081 2.084 -1.222  -0.6964
H: 2.063 2.726 0.377  0.2158
O: 1.183 1.420 2.181  -0.9849
C: -3.253 -1.235 -1.404  -0.2179
N: 0.681 -1.141 -2.005  -0.9074
H: -1.943 3.036 -1.100  0.1928
H: -1.607 4.043 1.137  0.2019
H: 1.550 1.974 -2.533  0.1918
N: 1.389 -1.036 2.161  -1.2787
H: -2.966 -2.090 -3.358  0.2281
H: -0.593 4.145 -1.051  0.2033
N: -2.526 -0.267 -0.541  -0.8969
C: 2.323 2.229 -0.556  -0.2421
H: 0.784 -0.382 -2.670  0.3695
H: -2.587 1.941 1.227  0.3698
H: 0.769 -3.182 -2.528  0.2056
H: 1.297 3.574 -1.875  0.2028
S: 0.369 -2.303 2.206  2.2018
H: 2.999 0.350 -0.999  0.3688
H: -0.022 3.306 1.254  0.2150
H: -3.508 -2.101 -0.792  0.2053
H: -1.403 1.816 2.309  0.4004
C: 2.231 0.391 4.360  0.7544
H: -1.209 -2.658 -1.026  0.2088
H: -0.535 1.713 -2.047  0.3759
F: 0.449 -4.356 0.657  -0.2901
C: 1.323 -3.496 1.159  0.7523
H: -4.192 -0.808 -1.758  0.1931
F: 2.015 1.523 5.005  -0.2867
F: 1.946 -2.867 0.154  -0.3192
H: -2.951 -0.263 0.382  0.3800
O: -0.790 -1.930 1.371  -1.0141
H: -1.907 -0.756 -2.980  0.1829
S: 0.967 0.254 3.029  2.1808
O: -0.329 0.118 3.635  -0.9080
H: -2.676 0.668 -0.905  0.3606
H: 3.281 2.641 -0.879  0.2018
C: 0.092 -2.341 -2.675  -0.2200
O: 0.164 -2.928 3.464  -0.8422
C: -0.936 3.171 -0.693  -0.2322
C: 1.280 2.511 -1.618  -0.2308
N: -1.576 1.906 1.311  -0.9046



Molecular formula: C10H25LuN2O2P
Method: DFT, ωB97M-V/def2-TZVPD

Its charge is +1. The multiplicity is 1. As for the total energy: -60745.8053 eV.

Each line ends with the Löwdin charge.
Geometry (Å):
H: -0.124 2.155 -3.856  0.0440
H: 0.710 1.449 -5.290  0.0552
H: 1.611 1.759 -3.757  0.0476
H: 1.273 -2.346 -4.167  0.0490
H: -1.159 -0.530 -5.569  0.0569
C: 1.501 -1.288 -4.369  -0.2691
O: -2.730 -1.518 -1.034  0.2369
C: 0.650 1.448 -4.191  -0.2700
H: 2.488 -1.057 -3.937  0.0530
H: -3.171 -0.836 3.032  0.1073
H: 0.908 1.968 3.882  0.1433
C: -2.742 0.067 2.553  0.0055
H: 2.841 -0.463 2.100  0.1116
H: 0.849 -1.641 -1.489  0.0484
H: -1.416 1.354 4.708  0.1423
P: 0.235 -0.230 -3.598  0.6152
Lu: 0.031 -0.134 -1.156  0.6557
H: -1.590 -1.683 -4.255  0.0489
H: 0.836 -1.495 -0.494  0.0770
N: 0.965 0.429 2.443  -0.0680
C: -0.320 0.201 2.070  -0.3564
C: -1.699 -1.110 -1.099  -0.1923
O: -0.627 -0.054 0.824  -0.2381
C: 0.365 0.091 4.748  -0.1493
H: -2.876 -0.032 1.469  0.0771
H: -3.316 0.951 2.890  0.1086
H: 0.547 0.370 5.801  0.1341
N: -1.329 0.211 2.953  -0.0572
H: -0.545 1.226 -1.414  -0.1410
H: -2.111 0.017 -4.143  0.0525
C: -1.300 -0.645 -4.482  -0.2699
H: 0.620 -0.977 4.617  0.1340
C: -1.096 0.338 4.393  -0.1444
C: 2.153 0.257 1.621  -0.0288
H: 2.669 1.219 1.477  0.1157
H: -1.691 -0.400 4.952  0.1340
H: 1.526 -1.120 -5.457  0.0549
H: 2.280 0.838 4.068  0.1341
H: 1.660 0.469 -1.291  -0.1030
H: 1.909 -0.170 0.641  -0.0153
C: 1.218 0.910 3.806  -0.1402



Molecular formula: C10H26BrCrN2O3
Method: DFT, ωB97M-V/def2-TZVPD

Its charge is +2. The energy above the lowest of the compared OMol25 structures with the same formula, charge and spin comes out at 0.00 kcal per mole. The multiplicity is 6. As for the total energy: -118357.7860 eV.

Each line ends with the natural charge from an NBO analysis.
Geometry (Å):
H: -4.088 -1.091 -1.033  0.1851
C: -0.626 -4.170 1.631  -0.0916
H: 3.189 5.743 -1.292  0.2266
O: 0.605 -3.970 1.129  -0.6093
H: 2.720 -4.242 1.471  0.2307
Cr: 0.114 -2.987 -0.880  1.5153
Br: 1.042 -0.751 -0.008  -0.7176
H: -1.713 -0.697 0.758  0.2225
H: -0.503 -4.589 2.630  0.2167
H: 2.949 4.468 -2.356  0.1885
C: -3.025 -0.850 -1.001  -0.0681
H: -2.431 -1.148 -4.335  0.2201
N: -1.916 -2.726 0.226  -0.6643
H: -0.174 2.522 -0.596  0.3760
H: 1.769 -5.613 1.796  0.2017
H: 4.654 4.908 -1.983  0.2509
H: -3.024 0.240 -1.022  0.1861
H: -3.411 -0.106 -3.369  0.1902
C: -2.435 -1.390 0.327  -0.2690
H: 2.365 4.957 1.415  0.2386
H: 0.661 4.834 1.933  0.2592
C: -2.968 -1.102 -3.388  -0.2973
C: -1.446 -2.893 1.642  -0.2807
H: 1.591 -4.218 2.800  0.1935
H: 2.132 2.480 -1.276  0.2232
H: 0.872 4.578 -0.496  0.2427
H: -2.712 -3.346 0.178  0.4124
O: 3.623 3.773 -0.566  -0.2985
C: 1.708 -4.525 1.761  -0.2751
H: -3.789 -1.701 -3.782  0.2062
C: 1.241 3.777 0.145  -0.0746
H: -0.994 -4.986 1.008  0.1806
N: 0.108 2.822 0.326  -0.5024
C: 2.459 3.060 -0.413  -0.0758
C: 1.501 4.297 1.494  -0.6278
H: -3.213 -1.281 1.083  0.2176
H: 0.394 1.952 0.751  0.3892
H: -0.816 -2.135 2.108  0.2519
O: -2.312 -1.417 -2.084  -0.5810
H: -2.252 -3.069 2.354  0.2351
C: 3.646 4.797 -1.585  -0.2824
H: 2.713 2.259 0.281  0.2239
H: 1.791 3.537 2.219  0.2311



Molecular formula: C10H26FN3OSi2
Method: DFT, ωB97M-V/def2-TZVPD

The multiplicity is 1. As for the total energy: -35779.0899 eV.

Each line ends with the natural charge from an NBO analysis.
Geometry (Å):
H: 0.369 0.614 -1.716  0.2058
C: 3.580 2.085 -0.451  -0.6358
H: 2.467 1.719 -0.662  0.2018
H: 0.619 -2.355 -1.326  -0.2078
H: -1.825 -2.941 1.470  0.2366
O: 1.469 -1.998 1.221  -1.1895
F: 5.110 -0.683 1.795  -0.4042
H: -1.082 -0.470 -2.247  0.2073
H: -5.166 2.007 0.692  0.3602
H: 4.876 0.251 -1.217  0.2168
H: -0.537 -4.364 1.121  0.2474
Si: 0.136 -2.142 0.032  1.6347
H: 3.540 2.696 0.551  0.2156
H: 3.316 0.529 1.647  0.2055
H: -1.567 -4.621 -1.385  0.2183
H: 3.972 2.774 -1.323  0.2303
H: -1.070 2.183 1.340  0.3877
C: -0.839 -0.436 0.020  -0.9002
N: -3.449 1.193 2.209  -0.8960
H: 2.639 -1.506 -1.129  -0.1957
H: -1.972 3.902 -1.016  0.2312
H: -2.880 -4.784 -0.005  0.2203
H: -2.805 1.391 3.006  0.3713
C: -1.804 1.593 -1.595  -0.4361
H: 5.617 1.282 0.189  0.2360
H: -3.360 0.209 1.872  0.3820
N: -1.802 2.713 0.820  -0.6598
Si: 2.949 -1.669 0.305  1.3634
C: -1.482 2.891 -0.647  -0.2299
H: -0.305 3.076 -0.710  0.1997
C: -0.756 0.337 -1.430  -0.4124
C: -1.139 -3.462 0.650  -0.8941
C: 3.969 -0.168 0.950  -0.2240
H: -2.790 -3.199 -1.052  0.2137
C: -2.128 -4.023 -0.533  -0.6358
C: 4.611 0.791 -0.214  -0.4436
H: -2.891 1.170 -1.512  0.2374
H: -1.687 1.968 -2.723  0.2177
C: -3.201 2.193 1.063  0.5763
H: -1.948 -0.637 0.361  0.2277
H: 3.803 -2.870 0.494  -0.1780
N: -4.320 2.512 0.298  -0.7227
H: -0.234 0.247 0.787  0.2210



Molecular formula: C10H26FN6O5S
Method: DFT, ωB97M-V/def2-TZVPD

Its charge is +1. The multiplicity is 1. As for the total energy: -43511.5699 eV.

Each line ends with the natural charge from an NBO analysis.
Geometry (Å):
H: 5.019 1.809 -2.098  0.1695
H: -3.349 0.286 -0.145  0.3740
H: 4.254 3.485 -5.004  0.1969
O: 2.165 -5.833 0.316  -0.4751
H: 2.691 3.634 0.118  0.2199
H: -4.162 -0.491 0.995  0.3733
O: -0.713 -2.282 -2.604  -0.8266
N: -3.215 -0.260 0.701  -0.8766
C: 3.182 3.474 -0.841  -0.6152
C: 3.003 2.026 -1.287  -0.0805
H: 5.044 3.631 -3.423  0.1720
H: -4.560 1.417 4.372  0.1739
F: 1.573 -2.408 -1.912  -0.4477
C: -1.333 -4.090 1.182  0.3034
H: 3.334 4.107 -3.636  0.1673
C: -2.625 0.598 1.742  -0.0875
H: -1.994 0.349 3.809  0.2267
H: -1.375 -0.877 2.707  0.1975
S: 0.144 -1.981 -1.531  2.5359
H: 2.739 4.176 -1.547  0.2078
H: 1.451 0.840 -1.864  0.3357
H: 3.913 0.486 -2.460  0.1682
H: -3.567 2.435 1.195  0.1938
H: -3.051 -0.942 3.231  0.2020
N: -0.245 -4.836 1.096  -0.4440
N: -0.153 -3.155 -0.343  -0.4734
H: -6.217 1.126 3.814  0.2033
O: -4.887 1.437 2.315  -0.5430
N: 1.605 1.823 -1.685  -0.8225
H: 2.442 -6.414 -0.409  0.4927
H: 1.479 2.264 -2.593  0.3595
C: -2.247 -0.263 2.944  -0.6166
C: -5.167 0.926 3.607  -0.2509
C: -3.542 1.781 2.070  -0.0760
C: 4.105 3.392 -3.930  -0.2509
C: 3.983 1.576 -2.378  -0.0690
N: -1.340 -3.067 0.345  -0.3468
H: 2.225 -4.257 -0.993  0.4177
H: -2.140 -4.309 1.864  0.2567
H: -3.137 2.373 2.900  0.1764
H: -2.067 -2.343 0.227  0.4999
H: -1.698 1.018 1.342  0.2026
H: 3.196 1.393 -0.414  0.1808
N: 1.663 -4.698 -0.285  -0.2720
H: -5.019 -0.156 3.654  0.1573
H: 4.238 3.726 -0.724  0.2093
O: 0.161 -0.723 -0.908  -0.8210
C: 0.493 -4.262 0.139  0.5694
O: 3.703 2.057 -3.673  -0.5481